1.
39
Properties=species:S:1:pos:R:3:nbo_charge:R:1 method="wB97M-V/def2-TZVPD" s2=0.755 fmax_ev_per_a=2.34 total_charge=0 e_homo_ev="-9.10 / -9.47" multiplicity=2
Hg 2.48 -2.22 -0.04 0.83
O 0.98 -2.77 -1.79 -0.80
O 0.98 -0.52 0.32 -1.24
O -0.81 -0.43 2.27 -0.78
O -0.88 -0.53 -1.60 -0.78
O 1.18 2.04 2.42 -0.75
C 1.17 3.89 3.84 -0.62
C -2.11 -0.24 1.61 -0.06
C 1.55 -3.12 -4.18 -0.63
C 0.63 2.46 3.61 -0.05
C -3.26 -0.07 2.62 -0.63
C -0.92 0.76 -2.19 -0.06
C 1.07 -3.71 -2.85 -0.07
C 0.48 1.14 -2.74 -0.65
H 0.59 2.19 -3.01 0.22
H -0.16 -0.54 1.58 0.50
H -0.26 -0.48 -0.87 0.50
H 0.95 -2.25 -4.43 0.21
H 1.33 0.76 -2.16 0.21
H -1.21 1.48 -1.42 0.16
H 1.52 -3.86 -4.98 0.22
H -3.51 -1.02 3.09 0.21
H 2.56 -2.70 -4.10 0.21
H -2.29 -1.09 0.95 0.17
H -0.46 2.45 3.56 0.15
H 2.25 3.95 3.75 0.21
H 0.84 4.30 4.79 0.20
H 0.24 -2.18 -1.99 0.52
H 0.82 4.52 3.02 0.20
H 1.68 -4.57 -2.59 0.18
H 0.08 -4.10 -3.08 0.17
H -1.69 0.92 -2.94 0.18
H 0.71 0.53 -3.60 0.20
H -2.08 0.64 0.97 0.15
H 0.85 1.20 2.10 0.49
H -4.16 0.28 2.11 0.21
H 0.80 1.81 4.47 0.15
H -2.98 0.63 3.40 0.21
H 1.05 0.43 0.08 0.47

2.
46
Properties=species:S:1:pos:R:3:nbo_charge:R:1 method="wB97M-V/def2-TZVPD" s2=2.005 fmax_ev_per_a=2.25 total_charge=-2 e_homo_ev="-0.61 / -0.59" relative_energy_kcal_mol=0.00 multiplicity=3
Pd -21.54 -0.11 10.11 1.32
S -18.68 -0.96 8.31 2.58
O -17.97 0.30 8.05 -1.06
O -20.90 1.95 10.59 -0.84
O -19.59 -0.78 9.53 -1.11
O -21.03 -0.91 12.28 -0.72
O -21.77 -2.34 9.57 -0.75
O -19.53 -1.39 7.18 -1.10
O -23.73 -0.21 10.79 -0.71
O -17.74 -2.05 8.70 -1.10
C -25.17 -2.16 11.02 -0.63
C -24.89 -0.84 10.30 -0.06
C -21.78 2.80 11.21 -0.04
C -22.34 -4.37 8.37 -0.63
C -20.09 -0.26 13.17 -0.08
C -21.36 3.28 12.60 -0.63
C -20.03 -1.01 14.48 -0.64
C -22.29 -2.85 8.34 -0.09
B -22.27 0.84 7.97 -0.82
H -22.11 3.94 13.06 0.16
H -20.93 -2.80 9.70 0.51
H -19.44 -0.51 15.25 0.21
H -21.39 -4.83 8.62 0.21
H -20.38 0.78 13.23 0.19
H -25.74 -0.16 10.30 0.15
H -19.14 -0.32 12.65 0.22
H -23.08 -4.69 9.12 0.18
H -24.43 -2.93 10.79 0.23
H -21.90 3.73 10.61 0.11
H -21.19 2.46 13.30 0.17
H -22.68 -4.78 7.42 0.20
H -23.89 0.02 11.71 0.47
H -24.70 -1.10 9.26 0.21
H -22.18 -0.37 8.10 -0.03
H -21.14 1.23 8.01 0.04
H -23.00 1.34 8.81 -0.06
H -26.17 -2.51 10.76 0.19
H -21.67 -1.37 12.83 0.46
H -21.02 -1.27 14.85 0.18
H -21.65 -2.46 7.54 0.25
H -22.80 2.35 11.25 0.11
H -23.29 -2.46 8.15 0.16
H -25.22 -1.97 12.10 0.18
H -20.42 3.84 12.53 0.19
H -22.81 1.04 6.90 -0.01
H -19.52 -1.96 14.30 0.21

3.
61
Properties=species:S:1:pos:R:3:nbo_charge:R:1 method="wB97M-V/def2-TZVPD" s2=12.006 fmax_ev_per_a=7.86 total_charge=+2 e_homo_ev="-12.86 / -12.86" relative_energy_kcal_mol=11.42 multiplicity=7
V -0.43 -0.31 -2.53 1.61
V -2.84 -0.84 2.73 1.69
P -0.29 0.85 0.93 2.67
P -3.38 -1.48 -0.79 2.66
F -4.37 -0.30 -1.29 -0.55
F -0.58 2.40 0.97 -0.53
F -3.97 -2.81 -1.38 -0.51
F 1.14 0.67 1.69 -0.55
O -1.75 1.61 -2.70 -0.79
O -3.46 -1.52 0.77 -1.21
O -1.33 0.19 1.78 -1.20
O -0.02 0.52 -0.55 -1.17
O 1.18 5.59 -0.68 -0.67
O -0.26 -4.97 -0.89 -0.58
O -2.26 0.22 4.55 -0.80
O -2.05 -1.17 -1.51 -1.19
O 5.38 1.21 1.32 -0.66
N -2.65 1.19 6.47 -0.78
N -0.62 0.66 6.06 -0.78
N -3.23 2.69 -1.36 -0.79
N 1.01 3.48 -1.25 -0.85
N 3.29 1.48 0.55 -0.83
N 0.83 -2.13 -1.96 -0.88
N -1.74 3.80 -2.39 -0.77
N 3.55 0.93 2.56 -0.83
N 2.19 4.88 -2.48 -0.82
C 1.00 -4.57 -1.56 -0.09
C 0.76 -3.44 -2.57 -0.08
C 4.14 1.14 1.43 0.73
C -2.21 2.62 -2.17 0.79
C 1.74 -3.39 -3.73 -0.62
C 1.43 4.70 -1.46 0.73
C -1.84 0.68 5.57 0.81
C -0.42 -6.21 -0.17 -0.26
H 1.71 -2.51 -4.38 0.22
H -3.51 1.82 -0.95 0.41
H -2.10 1.60 7.21 0.39
H 1.92 -4.43 -0.98 0.19
H 0.45 -6.50 0.42 0.19
H 4.05 0.82 3.43 0.42
H -0.24 -3.55 -2.99 0.21
H -1.09 4.00 -3.13 0.42
H 3.47 2.00 -0.30 0.42
H -0.55 1.06 6.98 0.41
H 2.43 5.86 -2.52 0.43
H 2.33 4.20 -3.21 0.39
H 1.80 -1.86 -1.89 0.39
H -1.41 -6.31 0.26 0.21
H 2.58 0.66 2.47 0.36
H -2.35 4.53 -2.05 0.40
H 0.69 -2.33 -0.98 0.40
H 0.08 0.17 5.53 0.42
H 0.48 3.40 -0.40 0.42
H 0.90 2.96 -2.11 0.36
H 2.74 -3.29 -3.31 0.21
H 1.13 -5.49 -2.13 0.20
H -3.65 1.34 6.36 0.43
H -3.48 3.58 -0.95 0.41
H 2.34 1.25 0.79 0.36
H 1.69 -4.36 -4.22 0.25
H -0.33 -7.01 -0.92 0.18

Question: Look up the multiplicity of the third one.
Answer: 7

Question: Which value of multiplicity does entry 3 give?
Answer: 7

Question: What is the multiplicity in the third record?
Answer: 7